65
Properties=species:S:1:pos:R:3 method="wB97M-V/def2-TZVPD" e_homo_ev=-8.58 smiles="[H]/N=C/Cc1cc(S(C)(=O)=O)c2nsnc2c1CC(=O)F.C[N+](=O)[O-].C[N+](=O)[O-].C[N+](=O)[O-].C[N+](=O)[O-].C[N+](=O)[O-]" lumo_ev=-1.299 e_tot_ev=-79900.8444 largest_force_ev_per_a=6.26
H 3.162 1.479 4.126
N 2.455 1.916 3.507
C 1.642 0.967 3.037
C 0.454 1.439 2.079
C -0.023 0.358 1.007
C -1.603 0.134 0.873
C -2.165 -0.915 -0.142
S -3.985 -1.325 -0.372
C -5.125 0.043 0.123
O -4.264 -2.533 0.528
O -4.298 -1.783 -1.785
C -1.178 -1.733 -1.081
N -1.480 -2.717 -2.084
S -0.030 -3.273 -2.820
N 1.109 -2.355 -1.891
C 0.385 -1.527 -0.971
C 0.896 -0.481 0.094
C 2.514 -0.340 0.203
C 2.947 -1.451 1.315
O 2.263 -2.490 1.380
F 4.032 -1.274 2.225
H 1.876 -0.108 3.351
H 0.715 2.475 1.626
H -0.458 1.634 2.769
H -2.334 0.752 1.535
H -5.679 -0.295 1.065
H -5.887 0.252 -0.713
H -4.590 1.030 0.329
H 2.942 -0.564 -0.832
H 2.745 0.729 0.546
C 1.845 5.702 -0.260
N 0.734 4.865 0.265
O -0.057 5.396 1.028
O 0.695 3.702 -0.109
H 1.754 6.705 0.153
H 2.781 5.239 0.051
H 1.756 5.722 -1.346
C -4.724 2.957 3.697
N -3.726 1.999 3.155
O -3.978 1.472 2.075
O -2.726 1.806 3.825
H -5.556 3.029 2.998
H -5.060 2.573 4.659
H -4.228 3.921 3.806
C 4.749 -3.824 -3.277
N 4.534 -2.798 -4.330
O 3.398 -2.661 -4.756
O 5.515 -2.165 -4.693
H 3.798 -4.304 -3.055
H 5.465 -4.549 -3.663
H 5.138 -3.314 -2.396
C 4.743 -7.908 -1.833
N 4.636 -6.850 -2.871
O 3.524 -6.605 -3.310
O 5.676 -6.300 -3.209
H 3.749 -8.305 -1.633
H 5.398 -8.686 -2.223
H 5.163 -7.449 -0.938
C -4.066 5.048 -0.219
N -5.231 4.154 0.011
O -5.860 4.305 1.049
O -5.474 3.332 -0.857
H -3.969 5.724 0.629
H -3.182 4.418 -0.314
H -4.255 5.605 -1.136